{"formula": "C7H19N2", "method": "ωB97M-V/def2-TZVPD", "relative_energy_kcal_mol": 32.1, "e_tot_ha": -387.33354, "smiles": "CN[N+](C)(C)C(C)(C)C", "charge": 1, "elements": ["C", "C", "C", "C", "C", "C", "C", "N", "N", "H", "H", "H", "H", "H", "H", "H", "H", "H", "H", "H", "H", "H", "H", "H", "H", "H", "H", "H"], "xyz": [[1.593, -0.632, 0.990], [-0.633, -1.698, 0.577], [1.013, -1.537, -1.255], [-1.293, 1.352, 1.782], [0.838, 1.306, -1.280], [-1.403, 0.501, -1.063], [0.465, -0.814, -0.023], [-0.152, 1.443, 0.907], [-0.093, 0.574, -0.409], [2.417, -0.051, 0.586], [1.245, -0.154, 1.898], [1.986, -1.611, 1.248], [-1.313, -2.071, -0.184], [-1.206, -1.204, 1.352], [-0.158, -2.560, 1.035], [1.960, -1.134, -1.590], [1.198, -2.569, -0.970], [0.312, -1.561, -2.084], [-1.236, 0.461, 2.402], [-1.198, 2.213, 2.444], [-2.273, 1.414, 1.300], [1.790, 1.446, -0.775], [0.994, 0.757, -2.204], [0.426, 2.281, -1.537], [-1.731, 1.501, -1.346], [-1.333, -0.106, -1.962], [-2.144, 0.057, -0.405], [-0.072, 2.395, 0.565]], "nbo_charge": [-0.633, -0.648, -0.649, -0.447, -0.426, -0.432, 0.186, -0.424, -0.096, 0.218, 0.239, 0.241, 0.224, 0.220, 0.252, 0.226, 0.254, 0.218, 0.211, 0.254, 0.197, 0.247, 0.246, 0.231, 0.235, 0.241, 0.242, 0.372]}